No. 1
The following is a quantum chemistry calculation of C13H16BeBrN2O5 as an isolated structure in a non-equilibrium geometry, from OMol25.

Computed properties:
Kohn-Sham gap = 1.390 eV
Spin multiplicity = 1
M = 369.20 g mol⁻¹
DFT total energy = -97387.5006 eV
LUMO energy = -8.622 eV
Total charge = +1

Last column: Mulliken charge in e.
Positions of all 38 atoms, in Å:
Be1 -1.258 4.968 1.711  0.424
Br1 0.442 0.967 -0.040  -0.192
C1 -4.357 -0.055 3.968  0.623
O1 -3.956 1.081 3.830  -0.650
N1 -5.502 -0.413 4.484  -0.407
N2 -3.748 -1.145 3.603  -0.442
H1 -5.553 -1.389 4.739  0.196
H2 -6.114 0.311 4.831  0.224
H3 -2.928 -0.903 3.065  0.243
H4 -4.301 -1.970 3.418  0.217
C2 7.380 -1.775 5.372  -0.437
C3 6.207 -2.318 4.883  -0.555
C4 5.478 -1.523 3.900  0.613
C5 5.956 -0.229 3.559  -0.301
C6 7.098 0.337 4.157  -0.656
C7 7.793 -0.476 5.041  0.658
O2 8.981 0.051 5.520  -0.488
O3 4.347 -2.088 3.350  -0.449
H5 7.915 -2.390 6.080  0.318
H6 5.906 -3.315 5.170  0.414
H7 5.354 0.397 2.918  0.286
H8 7.238 1.391 3.966  0.407
H9 9.371 -0.283 6.331  0.327
H10 4.019 -1.351 2.829  0.287
C8 -2.908 0.077 -6.856  -0.665
C9 -4.169 -0.323 -7.351  -0.244
C10 -5.313 0.533 -7.382  0.636
C11 -5.090 1.848 -6.940  -0.465
C12 -3.800 2.263 -6.561  -0.488
C13 -2.829 1.354 -6.392  0.430
O4 -1.697 1.793 -5.833  -0.516
O5 -6.439 0.186 -7.973  -0.458
H11 -2.009 -0.516 -6.926  0.437
H12 -4.235 -1.315 -7.774  0.255
H13 -5.915 2.509 -7.160  0.387
H14 -3.603 3.248 -6.166  0.371
H15 -1.425 1.193 -5.135  0.354
H16 -6.338 -0.732 -8.234  0.305

No. 2
The following is a quantum chemistry calculation of C13H16ClCoN6O4S3 as an isolated structure, from OMol25.

Computed properties:
Kohn-Sham gap (spin up / spin down) = 9.042 / 5.205 eV
Spin multiplicity = 5
M = 510.90 g mol⁻¹
Energy above the lowest of the compared OMol25 structures with the same formula, charge and spin = 60.41 kJ/mol
Expectation value of S² = 6.019
DFT total energy = -113502.7679 eV
LUMO energy (spin up / spin down) = -6.881 / -10.562 eV
Total charge = +2

Last column: Löwdin spin population.
Positions of all 44 atoms, in Å:
Co1 0.394 0.290 -0.723  2.859
O1 -1.240 2.959 -2.467  0.008
Cl1 -0.419 1.846 -2.764  0.002
O2 -0.188 1.644 -4.135  0.007
O3 -1.028 0.606 -2.132  0.078
O4 0.867 1.939 -2.005  0.055
N1 4.423 -3.136 -5.965  -0.001
C1 3.821 -2.629 -5.130  0.000
C2 3.066 -1.996 -4.083  -0.002
C3 1.801 -2.463 -3.745  0.004
C4 1.117 -1.827 -2.731  0.006
N2 1.627 -0.781 -2.066  0.063
C5 2.842 -0.326 -2.401  0.003
C6 3.597 -0.907 -3.397  0.004
H1 1.358 -3.300 -4.266  0.000
H2 0.126 -2.157 -2.445  0.001
H3 3.208 0.538 -1.862  0.000
H4 4.574 -0.516 -3.642  0.000
S1 1.582 -1.033 0.774  0.552
C7 0.884 -0.929 2.354  0.069
N3 1.020 0.116 3.124  0.030
C8 0.605 -0.078 4.525  0.004
C9 -0.459 -1.163 4.463  0.006
S2 0.040 -2.232 3.064  0.025
H5 1.495 0.950 2.805  0.002
H6 0.235 0.854 4.943  0.001
H7 1.478 -0.406 5.094  0.001
H8 -1.451 -0.772 4.238  0.000
H9 -0.494 -1.762 5.370  0.001
C10 -3.646 -0.874 2.146  0.002
C11 -3.620 -0.083 0.833  0.003
C12 -2.487 0.887 0.775  0.028
N4 -1.235 0.554 0.747  0.066
N5 -0.367 1.626 0.635  0.064
C13 -1.007 2.785 0.545  0.021
N6 -0.403 3.950 0.370  0.024
S3 -2.719 2.598 0.717  0.013
H10 -4.491 -1.559 2.143  0.000
H11 -3.753 -0.209 3.004  0.000
H12 -2.732 -1.459 2.254  0.000
H13 -4.559 0.452 0.695  0.000
H14 -3.509 -0.762 -0.015  0.001
H15 0.578 3.968 0.136  0.000
H16 -0.931 4.795 0.222  0.001

No. 3
The following is a quantum chemistry calculation of C13H16F6N6O4OsS3 as an isolated structure, from OMol25.

Computed properties:
Kohn-Sham gap (spin up / spin down) = 6.983 / 7.000 eV
Spin multiplicity = 5
M = 720.73 g mol⁻¹
Energy above the lowest of the compared OMol25 structures with the same formula, charge and spin = 0.00 kJ/mol
Expectation value of S² = 6.025
DFT total energy = -82145.6006 eV
LUMO energy (spin up / spin down) = 0.465 / -1.494 eV
Total charge = 0

Last column: Löwdin spin population.
Positions of all 49 atoms, in Å:
Os1 0.770 0.108 -0.825  2.207
N1 2.370 -3.631 0.805  0.040
C1 1.785 -2.427 0.527  0.070
S1 1.981 -1.838 -1.122  0.168
N2 1.107 -1.837 1.449  0.005
N3 0.523 -0.654 1.002  0.256
C2 -0.080 0.052 1.955  0.120
C3 -0.835 1.203 1.774  0.138
C4 -1.200 2.001 2.904  0.037
C5 -1.820 3.193 2.769  0.072
C6 -2.100 3.688 1.457  0.094
C7 -1.800 2.919 0.391  0.026
N4 -1.260 1.667 0.533  0.203
H1 3.119 -3.933 0.208  0.003
H2 2.433 -3.882 1.777  0.001
H3 0.048 -0.307 2.969  0.006
H4 -0.924 1.621 3.878  -0.001
H5 -2.068 3.783 3.640  0.003
H6 -2.528 4.666 1.295  0.005
H7 -1.956 3.232 -0.627  0.001
F1 3.423 3.935 1.505  0.001
C8 3.701 3.823 0.209  0.002
F2 4.987 3.543 0.056  0.000
F3 3.423 4.969 -0.400  0.001
S2 2.646 2.484 -0.466  0.011
O1 1.289 2.943 -0.270  0.042
O2 3.006 1.271 0.231  0.070
N5 3.135 2.469 -1.969  0.001
S3 2.254 1.971 -3.156  0.008
O3 1.166 1.049 -2.746  0.042
O4 3.043 1.567 -4.266  0.000
C9 1.305 3.427 -3.764  0.000
F4 0.648 3.076 -4.866  0.000
F5 0.429 3.842 -2.853  0.000
F6 2.141 4.417 -4.045  0.000
C10 -3.472 0.366 -0.590  0.003
C11 -2.229 0.586 -1.448  0.025
C12 -1.884 -0.718 -2.172  0.029
C13 -2.465 1.682 -2.507  0.011
N6 -1.054 0.866 -0.584  0.283
H8 -4.296 0.041 -1.227  0.000
H9 -3.792 1.277 -0.083  0.000
H10 -3.290 -0.405 0.160  0.000
H11 -2.722 -1.014 -2.805  0.003
H12 -1.679 -1.522 -1.464  0.003
H13 -1.018 -0.599 -2.831  0.009
H14 -2.865 1.240 -3.420  0.001
H15 -1.531 2.183 -2.761  0.001
H16 -3.184 2.431 -2.171  0.000

No. 4
The following is a quantum chemistry calculation of a 3-piece molecular cluster, C13H16N2O overall in a non-equilibrium geometry, from OMol25.

Computed properties:
SMILES = c1ccncc1.c1ccncc1.CC(C)=O
Kohn-Sham gap = 10.353 eV
Spin multiplicity = 1
M = 216.28 g mol⁻¹
Energy above the lowest of the compared OMol25 structures with the same formula, charge and spin = 172.75 kJ/mol
DFT total energy = -18767.2314 eV
LUMO energy = 0.657 eV
Total charge = 0

Last column: Mulliken charge in e.
Positions of all 32 atoms, in Å:
N1 -18.846 -4.056 13.597  -0.534
C1 -19.541 -5.163 13.919  -0.194
C2 -20.882 -5.279 13.652  -0.187
C3 -21.558 -4.219 13.073  -0.595
C4 -20.834 -3.156 12.558  -0.194
C5 -19.473 -3.118 12.890  -0.205
H1 -18.954 -5.887 14.471  0.437
H2 -21.442 -6.139 14.004  0.384
H3 -22.615 -4.308 12.851  0.357
H4 -21.411 -2.371 12.088  0.378
H5 -18.835 -2.326 12.518  0.362
N2 -18.402 -7.473 16.883  -0.559
C6 -17.902 -8.118 15.813  -0.314
C7 -18.673 -8.853 14.916  -0.261
C8 -19.986 -9.076 15.286  -0.230
C9 -20.540 -8.410 16.359  -0.376
C10 -19.712 -7.582 17.094  -0.143
H6 -16.834 -8.015 15.676  0.369
H7 -18.278 -9.290 14.010  0.387
H8 -20.610 -9.791 14.759  0.360
H9 -21.583 -8.577 16.591  0.386
H10 -20.110 -6.977 17.902  0.361
C11 -21.037 0.173 9.477  -0.884
C12 -22.555 0.029 9.410  0.760
O1 -23.348 0.812 9.868  -0.548
C13 -23.020 -1.096 8.482  -1.054
H11 -20.868 1.231 9.680  0.313
H12 -20.622 -0.093 8.509  0.345
H13 -20.628 -0.509 10.222  0.133
H14 -23.951 -1.548 8.822  0.316
H15 -22.227 -1.831 8.343  0.318
H16 -23.215 -0.693 7.485  0.311

No. 5
The following is a quantum chemistry calculation of C13H16N2O6 in the gas phase in a non-equilibrium geometry, from OMol25.

Computed properties:
SMILES = N[C@@H](Cc1ccc(O)cc1)C(=O)N[C@@H](CC(=O)O)C(=O)O
Kohn-Sham gap = 8.929 eV
Spin multiplicity = 1
M = 296.28 g mol⁻¹
Energy above the lowest of the compared OMol25 structures with the same formula, charge and spin = 139.56 kJ/mol
DFT total energy = -29006.4177 eV
LUMO energy = 0.497 eV
Total charge = 0

Last column: Mulliken charge in e.
Positions of all 37 atoms, in Å:
C1 -0.069 1.372 -2.582  0.969
C2 -0.434 1.434 -1.105  -0.262
C3 -0.949 0.260 -3.166  -1.963
C4 -0.979 -1.046 -2.376  0.565
C5 -1.935 -1.306 -1.328  0.136
C6 -0.008 -2.015 -2.586  -0.023
C7 -1.897 -2.523 -0.596  -0.975
C8 0.112 -3.205 -1.845  -1.108
C9 -0.940 -3.482 -1.002  0.880
C10 0.325 1.349 1.147  -0.069
C11 1.340 2.356 1.704  0.376
C12 0.376 0.026 1.978  -0.630
C13 0.467 0.321 3.483  0.411
H1 1.457 0.581 -3.679  0.242
H2 1.955 1.858 -2.819  0.223
H3 -0.388 2.284 -3.120  0.310
H4 -0.674 -0.068 -4.186  0.521
H5 -1.979 0.574 -3.207  0.450
H6 -2.636 -0.482 -1.064  0.353
H7 0.800 -1.629 -3.243  0.178
H8 -2.618 -2.778 0.184  0.441
H9 0.892 -3.883 -2.065  0.386
H10 -0.402 -5.332 -0.616  0.299
H11 1.481 0.953 -0.648  0.355
H12 -0.717 1.750 1.134  0.508
H13 1.315 -0.519 1.744  0.321
H14 -0.472 -0.568 1.777  0.412
H15 -0.658 0.950 4.805  0.344
H16 2.603 3.495 1.171  0.358
N1 1.348 0.989 -2.777  -0.770
N2 0.571 1.020 -0.250  -0.053
O1 -1.580 1.559 -0.777  -0.649
O2 -1.004 -4.662 -0.338  -0.533
O3 1.387 2.815 2.826  -0.577
O4 1.362 0.079 4.259  -0.591
O5 -0.664 0.928 3.842  -0.404
O6 2.268 2.719 0.771  -0.430

No. 6
The following is a quantum chemistry calculation of C13H16N4O2S in the gas phase in a non-equilibrium geometry, from OMol25.

Computed properties:
SMILES = COc1ccc(CC(=O)NCc2n[nH]c(=S)n2C)cc1
Kohn-Sham gap = 7.787 eV
Spin multiplicity = 1
M = 292.36 g mol⁻¹
Energy above the lowest of the compared OMol25 structures with the same formula, charge and spin = 1480.63 kJ/mol
DFT total energy = -34616.4256 eV
LUMO energy = 0.249 eV
Total charge = 0

Last column: Mulliken charge in e.
Positions of all 36 atoms, in Å:
C1 0.506 2.921 5.712  -0.756
H1 0.156 3.330 6.514  0.264
H2 0.388 3.492 4.768  0.296
H3 1.701 2.862 5.815  0.250
O1 0.139 1.840 5.527  -0.338
C2 0.305 1.004 4.562  0.828
C3 1.115 1.424 3.632  -0.939
C4 1.685 0.407 2.507  -0.448
C5 1.050 -0.836 2.436  -0.055
C6 0.033 -1.140 3.320  -0.415
C7 -0.285 -0.529 4.488  -1.284
H4 -0.872 -0.704 5.273  0.575
H5 -0.348 -1.966 3.249  0.879
C8 1.203 -1.823 1.230  -1.582
C9 0.266 -1.739 0.189  0.934
O2 -0.230 -2.689 -0.411  -0.636
N1 -0.591 -0.431 0.020  0.040
H6 -0.326 0.268 0.646  0.178
C10 -1.540 -0.525 -1.004  -1.590
C11 -1.197 0.208 -2.100  0.276
N2 -0.852 1.541 -2.239  -0.735
N3 -0.556 1.632 -3.367  0.180
C12 -0.264 0.420 -4.129  0.420
S1 0.252 0.254 -5.561  -0.565
N4 -0.401 -0.590 -3.254  0.192
C13 -0.632 -1.861 -3.588  -0.790
H7 0.076 -1.834 -4.342  0.470
H8 -0.307 -2.541 -2.635  0.188
H9 -1.728 -2.121 -3.740  0.219
H10 -0.290 2.669 -3.898  0.305
H11 -2.326 0.108 -0.474  0.330
H12 -1.865 -1.370 -1.126  0.985
H13 2.138 -1.474 0.704  0.319
H14 1.401 -2.633 1.591  0.749
H15 2.284 0.803 1.778  0.458
H16 1.733 2.034 3.570  0.796